This record from OMol25 describes the molecule C3H3Cl2NS at a distorted geometry. The level of theory is ωB97M-V with the def2-TZVPD basis set.

Geometry as XYZ:
```
10
Properties=species:S:1:pos:R:3:mulliken_charge:R:1
S 2.353 -0.466 -1.023 -0.178
C 0.589 -0.762 -1.362 0.533
Cl 0.344 -1.323 -2.958 -0.142
N -0.369 -0.422 -0.622 -0.463
C -0.439 -0.130 0.690 -0.294
C -1.223 0.883 1.029 -0.308
Cl -1.680 1.101 2.649 -0.183
H 1.975 0.388 -0.128 0.146
H 0.070 -0.667 1.466 0.431
H -1.620 1.398 0.259 0.458
```

The value obtained for the largest force on an atom is 0.065 hartree/bohr. The spin multiplicity is 1. Its relative energy (zero: lowest compared OMol25 entry of this formula, charge and spin) is 0.7976 eV. Its electronic energy is -40528.219 eV. The net charge is 0.

***

This record from OMol25 describes a structure of composition C3H3Cl3Si at a distorted geometry. The level of theory is ωB97M-V with the def2-TZVPD basis set.

Geometry as XYZ:
```
10
Properties=species:S:1:pos:R:3:mulliken_charge:R:1
C -0.208 -0.374 0.533 -0.547
C -2.708 0.996 -0.856 0.050
C -0.990 0.525 -0.147 -0.261
Si -3.641 -0.167 0.051 0.579
Cl -3.227 -2.043 -0.612 -0.171
Cl -2.751 2.702 -0.778 -0.143
Cl -5.429 -0.364 1.030 -0.192
H 0.799 -0.090 0.465 0.260
H -0.431 1.290 -0.519 0.239
H -0.408 -1.285 1.218 0.186
```

The value obtained for the largest force on an atom is 0.076 hartree/bohr. The spin multiplicity is 1. Its relative energy (zero: lowest compared OMol25 entry of this formula, charge and spin) is 4.7747 eV. Its electronic energy is -48602.157 eV. The net charge is 0.

***

This record from OMol25 describes the molecule C3H3ClFN3 at a distorted geometry. The level of theory is ωB97M-V with the def2-TZVPD basis set.

Geometry as XYZ:
```
11
Properties=species:S:1:pos:R:3:mulliken_charge:R:1
N 0.324 -0.343 1.790 -0.835
N 0.167 -0.439 0.398 0.372
C -0.310 -1.316 -0.467 0.092
N -0.438 -0.776 -1.604 -0.603
C -0.192 0.609 -1.516 0.521
Cl -0.618 1.560 -2.809 -0.183
C 0.014 0.791 -0.246 0.008
F 0.334 1.866 0.497 -0.289
H 1.193 0.027 1.779 0.282
H -0.288 0.357 2.293 0.300
H -0.185 -2.336 -0.114 0.335
```

The value obtained for the largest force on an atom is 0.104 hartree/bohr. The spin multiplicity is 1. Its relative energy (zero: lowest compared OMol25 entry of this formula, charge and spin) is 1.8129 eV. Its electronic energy is -22867.245 eV. The net charge is 0.

***

This record from OMol25 describes the molecule C3H3ClIN3 at a distorted geometry. The level of theory is ωB97M-V with the def2-TZVPD basis set.

Geometry as XYZ:
```
11
Properties=species:S:1:pos:R:3:mulliken_charge:R:1
C 0.015 0.343 -2.586 0.405
C 0.280 -1.055 -0.370 -0.158
C 0.027 0.311 1.711 -0.986
N -0.268 1.067 -1.655 0.041
N -0.097 1.223 -0.437 -0.754
N 0.093 0.037 0.291 0.499
Cl -0.690 -0.279 -3.915 -0.055
I 0.617 -2.790 0.764 -0.012
H -0.070 1.385 1.853 0.329
H -0.836 -0.199 2.135 0.351
H 0.929 -0.041 2.209 0.340
```

The value obtained for the largest force on an atom is 0.048 hartree/bohr. The spin multiplicity is 1. Its relative energy (zero: lowest compared OMol25 entry of this formula, charge and spin) is 4.4895 eV. Its electronic energy is -28246.923 eV. The net charge is 0.

***

Short version: HOMO = -8.7385, -8.4633, -9.3552, -8.3765 eV, in the order given.